{
  "formula": "C38H67CoN5O2",
  "method": "ωB97M-V/def2-TZVPD",
  "elements": ["Co", "C", "N", "C", "C", "C", "N", "C", "C", "C", "C", "C", "C", "C", "O", "C", "C", "C", "C", "C", "C", "C", "C", "C", "C", "C", "C", "C", "C", "C", "O", "C", "C", "C", "C", "C", "C", "C", "C", "H", "H", "H", "H", "H", "H", "H", "H", "H", "H", "H", "H", "H", "H", "H", "H", "H", "H", "H", "H", "H", "H", "H", "H", "H", "H", "H", "H", "H", "H", "H", "H", "H", "H", "H", "H", "H", "H", "H", "H", "H", "H", "H", "H", "H", "H", "H", "H", "H", "H", "H", "H", "H", "H", "N", "C", "C", "N", "C", "C", "N", "H", "H", "H", "H", "H", "H", "H", "H", "H", "H", "H", "H", "H"],
  "xyz": [[0.45883, 1.10858, -1.37926], [0.43898, 5.56847, -0.66228], [0.59260, 4.28495, 0.01913], [1.87789, 4.12055, 0.70984], [-0.55420, 3.99340, 0.88966], [-0.60999, 2.53865, 1.42021], [-0.73495, 1.41973, 0.42189], [-2.12704, 1.36737, -0.12769], [-2.68246, -0.00019, -0.67171], [-4.09268, -0.26361, -0.44073], [-4.59280, -1.50615, -0.85876], [-3.72709, -2.45826, -1.30988], [-2.36454, -2.23604, -1.62027], [-1.86545, -0.94211, -1.37045], [-0.62168, -0.59219, -1.63899], [-1.50915, -3.38748, -2.20925], [-0.21975, -3.59270, -1.39954], [-2.26958, -4.71699, -2.12275], [-1.25171, -3.07142, -3.65425], [-6.10286, -1.73084, -0.64851], [-6.56868, -3.09391, -1.17560], [-6.33860, -1.49829, 0.82946], [-6.88362, -0.64275, -1.36843], [-0.45687, 0.15435, 1.16659], [0.89280, -0.00895, 1.74021], [0.95809, -0.40655, 3.06238], [2.19181, -0.65675, 3.70950], [3.36324, -0.46779, 2.99504], [3.31578, 0.00189, 1.68907], [2.11491, 0.12255, 0.97507], [2.05610, 0.48132, -0.28460], [4.62850, 0.18387, 0.91128], [4.79771, 1.56034, 0.25257], [5.88180, 0.20749, 1.82512], [4.78571, -0.99814, -0.08963], [2.14344, -1.12175, 5.20125], [1.31039, -0.14033, 6.01502], [3.48980, -1.15310, 5.91045], [1.46561, -2.47599, 5.31402], [0.45313, 6.38411, 0.08557], [-0.49064, 5.57770, -1.20506], [1.29708, 5.61802, -1.33989], [1.93690, 4.77691, 1.58895], [2.66127, 4.38584, 0.00679], [1.99016, 3.09316, 1.11095], [-1.49737, 4.27551, 0.40234], [-0.51430, 4.64581, 1.73696], [-1.54199, 2.49871, 1.99654], [0.20144, 2.37646, 2.10588], [-2.34369, 2.15879, -0.79594], [-2.90214, 1.59473, 0.58674], [-4.71564, 0.43181, 0.09536], [-4.06665, -3.45992, -1.56016], [-0.37299, -3.50085, -0.30008], [0.60515, -2.91874, -1.68236], [0.27057, -4.51259, -1.55662], [-2.56091, -4.89160, -1.09366], [-1.59392, -5.50008, -2.49444], [-3.14015, -4.69176, -2.77045], [-0.52643, -2.24617, -3.76464], [-2.10853, -2.97639, -4.33213], [-0.71806, -3.92972, -4.01913], [-6.04611, -3.88581, -0.56450], [-6.48359, -3.32209, -2.29581], [-7.63363, -3.17385, -0.98094], [-5.83233, -2.22448, 1.46577], [-7.43019, -1.51564, 1.13084], [-5.94998, -0.55222, 1.12458], [-6.66261, -0.69583, -2.42116], [-6.51059, 0.41288, -1.04816], [-7.93317, -0.70408, -1.09759], [-0.65478, -0.67853, 0.46334], [-1.11330, 0.00897, 2.04844], [0.02590, -0.46101, 3.63430], [4.34827, -0.56887, 3.44926], [4.93540, 2.29622, 0.99147], [3.99917, 1.79540, -0.44570], [5.74484, 1.49357, -0.34033], [5.93519, 0.97686, 2.56587], [6.75032, 0.32387, 1.18503], [5.95617, -0.80560, 2.24684], [3.97054, -0.97395, -0.78109], [4.74437, -1.90439, 0.50923], [5.73490, -0.98169, -0.59747], [1.63296, 0.90032, 5.87811], [1.50250, -0.33170, 7.02400], [0.24483, -0.19284, 5.73429], [3.96739, -0.18922, 5.82077], [4.23998, -1.79279, 5.39245], [3.32979, -1.43047, 6.97314], [0.37746, -2.35922, 5.29872], [1.76033, -3.05203, 6.20317], [1.77039, -3.08441, 4.44874], [1.74009, 2.75907, -2.01929], [2.58294, 2.34709, -3.20209], [2.70936, 0.82240, -3.21838], [1.39356, 0.20701, -3.16001], [0.51620, 0.39373, -4.33346], [-0.93912, 0.70044, -4.01779], [-1.00202, 1.87385, -3.11005], [1.23924, 3.58935, -2.18911], [2.28742, 2.80422, -1.14473], [3.55225, 2.78833, -3.11980], [2.07878, 2.84175, -4.06251], [3.24812, 0.52042, -2.34109], [3.27263, 0.48956, -4.08907], [1.42148, -0.77326, -2.91440], [0.50752, -0.43541, -5.02574], [0.88730, 1.23356, -4.86084], [-1.42246, -0.18176, -3.56210], [-1.40118, 0.96082, -5.01780], [-1.96399, 1.93126, -2.74481], [-0.94109, 2.65921, -3.70923]],
  "forces_ev_per_angstrom": [[0.197, -0.435, -0.101], [1.015, -0.776, 1.154], [-0.787, -0.693, 0.134], [-1.026, 0.073, 0.347], [0.420, -0.893, -0.923], [-1.299, 0.637, -0.979], [-0.351, 0.208, 0.497], [-0.736, -1.825, 0.272], [-1.642, 0.339, 0.244], [3.352, -0.727, -1.043], [-1.091, 1.257, 0.818], [1.405, -0.902, -1.342], [-0.927, -0.095, 0.567], [0.423, 0.865, 0.751], [-0.131, -0.576, -0.082], [-0.993, 0.642, 1.160], [0.636, 1.645, 0.570], [0.516, 0.242, -0.515], [1.361, -0.094, -0.775], [0.751, 0.288, -0.646], [0.298, -0.984, 0.207], [-1.714, -1.351, 1.064], [1.097, 2.069, 0.662], [-0.799, -0.900, -0.316], [1.625, -0.140, 0.018], [0.927, 0.155, 0.443], [-0.611, -0.487, 1.017], [-0.474, 0.503, 0.321], [1.136, -0.298, -1.191], [-1.701, 0.680, 0.962], [0.057, 0.069, -0.332], [0.874, 0.648, 0.379], [0.201, -1.400, -2.098], [-0.285, -2.215, -0.726], [-0.081, 0.698, 1.313], [-0.005, 0.694, -0.398], [-0.468, 1.149, -1.618], [0.821, -0.521, -0.821], [0.148, -0.945, -0.639], [0.059, 0.193, -0.464], [-0.330, 0.079, -0.282], [-0.200, 0.618, -0.062], [0.167, 0.244, 0.016], [0.327, -0.098, 0.145], [0.077, 0.387, -0.586], [0.271, -0.274, -0.326], [0.029, 0.490, 1.148], [0.118, 0.007, 0.365], [0.470, -0.410, 0.030], [0.645, 0.900, -1.217], [0.081, 0.110, 1.361], [0.115, 0.320, -0.084], [-0.402, 0.415, 0.253], [-0.061, 0.076, -0.755], [-0.620, 0.456, 0.241], [-0.014, -1.691, -0.360], [-0.073, -0.367, 0.113], [-0.281, 0.033, 0.258], [-0.236, -0.193, -0.012], [-0.622, -0.022, 0.029], [-0.090, 0.321, 0.567], [0.477, -0.606, -0.590], [-0.594, 0.493, -0.861], [0.420, 0.675, 1.567], [-0.257, -0.154, 0.211], [0.057, -0.231, -0.085], [0.981, -0.037, -0.486], [0.097, 0.743, 0.178], [-0.448, -0.054, -0.592], [-0.718, -1.744, -0.416], [-0.240, -0.036, -0.395], [0.159, 0.593, 0.575], [-0.388, 0.417, -0.624], [0.319, -0.135, -0.188], [-0.463, -0.140, 0.106], [-0.076, 1.140, 0.869], [-0.136, 0.190, 0.109], [-0.639, 0.281, 0.322], [-0.361, 0.381, 0.603], [0.202, 0.033, -0.135], [0.364, 0.394, 0.422], [-0.473, -0.157, -0.507], [-0.094, -0.283, -0.120], [0.443, 0.171, -0.331], [0.020, -0.144, -0.260], [-0.385, -0.498, 1.823], [0.370, 0.014, 0.479], [-0.003, 0.643, 0.414], [-0.643, -0.218, 0.591], [0.425, 0.062, -0.691], [0.126, -0.218, -0.057], [-0.162, 0.373, -0.007], [-0.244, -0.007, 0.244], [1.483, -1.899, -0.021], [-1.447, 0.561, 0.826], [-0.424, 0.369, -0.981], [-0.733, -0.005, -0.220], [-0.092, -0.193, 0.724], [-0.299, -0.058, -0.747], [-1.262, -1.256, 0.622], [-0.426, 1.013, 0.086], [-0.450, 0.116, -0.892], [0.831, 0.261, -0.083], [0.430, -0.821, 0.190], [0.223, -0.139, 0.515], [0.226, 0.094, -0.283], [0.099, 0.042, 0.276], [0.338, -0.500, -0.187], [0.538, 0.884, -0.738], [0.116, 0.800, -0.417], [0.158, -0.458, 0.964], [0.576, -0.175, -0.085], [0.410, 1.226, -0.448]],
  "charge": 0,
  "spin_multiplicity": 4,
  "homo_ev": [-6.7498, -6.7489]
}

---

{
  "formula": "C5H8I2N",
  "method": "ωB97M-V/def2-TZVPD",
  "elements": ["C", "C", "C", "C", "C", "N", "I", "I", "H", "H", "H", "H", "H", "H", "H", "H"],
  "xyz": [[2.00836, -1.08355, -0.11124], [2.43550, 0.18758, 0.09097], [0.67305, -1.16101, 0.36654], [1.34134, 0.95918, 0.71461], [-2.99321, 0.17824, -1.13157], [0.28988, -0.00531, 0.82729], [-2.44689, 2.07766, -0.28076], [-3.12718, -1.42330, 0.29433], [2.55409, -1.90045, -0.54296], [3.39749, 0.60067, -0.14798], [0.03778, -2.03238, 0.36098], [-3.96130, 0.29396, -1.61309], [1.61716, 1.36891, 1.69432], [1.03116, 1.82174, 0.11147], [-2.24064, -0.08231, -1.86981], [-0.61662, 0.20036, 1.23690]],
  "forces_ev_per_angstrom": [[0.644, 0.495, -0.085], [-0.365, -0.569, -0.029], [-0.212, 0.157, 0.129], [0.400, 0.714, 0.030], [0.061, 0.073, 0.087], [-0.280, -0.485, 0.190], [-0.161, -0.395, -0.161], [0.010, 0.369, -0.274], [0.073, -0.119, -0.067], [0.167, 0.079, -0.045], [-0.231, 0.042, 0.085], [0.087, -0.009, 0.206], [-0.025, -0.128, -0.003], [-0.061, -0.127, -0.040], [-0.050, 0.009, 0.137], [-0.055, -0.104, -0.161]],
  "charge": 1,
  "spin_multiplicity": 1,
  "homo_ev": -12.8051
}

---

{
  "formula": "H15Na2O8",
  "method": "ωB97M-V/def2-TZVPD",
  "elements": ["Na", "Na", "O", "H", "O", "H", "H", "O", "H", "H", "O", "H", "H", "O", "H", "H", "O", "H", "H", "O", "H", "H", "O", "H", "H"],
  "xyz": [[11.59181, -18.42297, -5.02884], [13.81775, -16.61608, -6.24713], [12.00525, -17.88986, -7.31956], [11.75228, -18.83052, -7.39489], [12.16224, -14.84070, -7.18022], [11.54908, -15.57551, -7.16221], [11.89783, -14.32614, -7.94282], [14.64981, -16.06255, -8.49883], [13.80287, -16.25136, -8.90292], [14.85894, -15.17316, -8.78428], [10.78533, -19.56524, -10.47481], [10.18292, -19.45466, -11.21041], [10.48940, -18.92832, -9.82444], [9.84216, -17.80782, -8.67094], [10.56255, -17.68967, -8.05182], [9.06190, -17.54071, -8.18505], [13.26355, -20.11288, -8.45156], [12.83499, -19.32249, -8.12316], [13.97424, -19.78839, -9.00459], [12.87760, -20.91261, -5.61382], [13.27331, -20.80676, -6.47894], [12.07023, -21.40013, -5.77724], [12.46980, -16.87852, -9.85086], [11.63653, -16.76623, -10.30833], [12.23069, -17.26322, -9.00762]],
  "forces_ev_per_angstrom": [[-0.080, -0.642, -0.313], [0.230, 0.423, -1.310], [0.217, -0.371, 1.875], [-0.287, 0.741, 0.268], [0.274, -0.231, 0.724], [-0.379, -0.278, -0.286], [0.051, 0.226, -0.261], [0.678, -0.156, 1.223], [-0.578, -0.044, -0.899], [0.178, 0.199, -0.076], [0.445, -0.432, -0.319], [-0.123, -0.061, -0.206], [-0.409, 0.103, 0.124], [-1.197, 0.385, -0.318], [0.864, 0.196, 0.577], [-0.478, -0.033, -0.217], [0.198, -0.737, 0.595], [0.551, 0.388, -0.569], [0.169, -0.012, -0.355], [-0.533, 0.911, 0.858], [0.396, -0.033, -0.911], [-0.122, -0.496, -0.091], [0.360, 0.486, -0.324], [-0.157, -0.009, -0.298], [-0.269, -0.523, 0.509]],
  "charge": 1,
  "spin_multiplicity": 1,
  "homo_ev": -12.8778
}

---

{
  "formula": "C4H5ClNO4",
  "method": "ωB97M-V/def2-TZVPD",
  "elements": ["C", "C", "C", "C", "N", "O", "O", "O", "O", "Cl", "H", "H", "H", "H", "H"],
  "xyz": [[-0.52499, -0.05693, 1.28636], [0.17156, -0.52864, -2.07664], [0.92610, -0.23056, 1.47257], [-0.35128, 0.68504, -1.09802], [-1.39223, -0.35526, 2.28233], [-0.46428, -0.61753, -3.11669], [-1.01186, 0.37635, 0.15683], [1.20052, -1.10270, -1.80416], [-1.27739, 1.40726, -1.79115], [-0.65057, -0.59188, 3.80522], [1.46714, 0.21808, 2.26612], [1.56968, -0.12078, 0.50839], [1.05927, -1.27004, 1.77568], [0.61610, 1.37700, -1.02816], [-1.33776, 0.81059, -2.63868]],
  "forces_ev_per_angstrom": [[-0.578, -0.232, 2.936], [-0.307, 1.052, 1.096], [2.314, -1.258, -2.621], [2.463, 1.102, -1.133], [0.840, 1.226, -3.051], [-2.050, 0.490, -1.565], [-0.695, -0.390, 0.051], [1.819, -0.850, 1.571], [-0.343, -1.022, -1.636], [0.218, -0.270, 0.152], [-0.219, 1.292, 0.832], [-1.487, -0.121, 1.497], [-0.066, -0.343, -0.290], [-1.780, -1.441, 1.007], [-0.128, 0.767, 1.154]],
  "charge": -1,
  "spin_multiplicity": 1,
  "smiles": "C/C(=N\\Cl)O[C@H](O)C(=O)[O-]",
  "homo_ev": -5.0712
}

---

{
  "formula": "C5H8NO2",
  "method": "ωB97M-V/def2-TZVPD",
  "elements": ["O", "C", "O", "C", "H", "H", "H", "C", "C", "C", "N", "H", "H", "H", "H", "H"],
  "xyz": [[0.53371, 1.39830, 0.55307], [-0.48526, 1.54606, -0.19982], [-1.33563, 0.64129, -0.46355], [-0.78285, 2.94576, -0.76186], [-1.65638, 3.34925, -0.24929], [0.14252, 3.58682, -0.63603], [-0.96443, 2.79777, -1.86203], [1.32295, -2.00275, -0.03671], [0.99352, -1.52590, -1.26588], [-0.47081, -1.45136, 1.40401], [0.42573, -2.31554, 1.02604], [2.37316, -2.21373, 0.24852], [-0.03187, -1.24667, -1.51905], [1.77241, -1.31397, -2.00234], [-1.41408, -1.79846, 1.90753], [-0.25136, -0.33977, 1.37578]],
  "forces_ev_per_angstrom": [[-0.921, 0.524, -0.862], [0.070, -1.193, 1.233], [0.447, 0.917, -0.192], [1.525, -0.086, -1.018], [0.053, 0.134, -0.200], [-1.221, -0.482, -0.025], [-0.151, 0.420, 1.002], [0.387, 0.828, 0.309], [0.208, -0.362, 1.246], [1.624, 0.225, 0.340], [-2.103, 0.531, -1.158], [-0.591, 0.040, -0.482], [0.298, -0.105, 0.241], [-0.167, -0.239, 0.315], [1.117, 0.075, -0.108], [-0.576, -1.228, -0.642]],
  "charge": -1,
  "spin_multiplicity": 1,
  "homo_ev": -3.9842
}

---

What are the energy above the lowest of the compared OMol25 structures with the same formula, charge and spin values for these records? In order: 0.000; 0.000; 0.000; 2.157; 1.819 eV.